<A>
Below is C22H14Co2O8 as an isolated structure, with properties calculated with ωB97M-V with the def2-TZVPD basis set.

Computed properties:
M = 524.21 g mol⁻¹
LUMO = 4.4898 eV
HOMO = -0.6781 eV

```
! RIJCOSX wB97M-V def2-TZVPD def2/J DEFGRID3
* xyz -2 1
C -7.258 2.379 -0.581
O -6.244 3.416 -0.559
C -4.935 3.070 -0.587
C -3.987 4.134 -0.575
C -2.650 3.880 -0.632
C -2.112 2.522 -0.744
O -0.887 2.273 -0.883
C -3.122 1.468 -0.697
C -4.465 1.729 -0.634
H -8.193 2.940 -0.560
H -7.197 1.774 -1.495
H -7.184 1.726 0.299
H -4.370 5.149 -0.522
H -1.933 4.697 -0.619
H -2.756 0.445 -0.745
H -5.178 0.901 -0.627
O 7.098 1.001 -1.084
C 6.202 0.309 -0.839
Co 4.889 -0.755 -0.408
C 5.569 -2.356 -0.307
O 5.960 -3.446 -0.209
C 4.479 -0.507 1.277
O 4.171 -0.425 2.395
C 3.363 -0.961 -1.740
C 2.291 -1.545 -1.033
C 2.110 -2.725 -0.386
C 1.490 -2.854 0.914
C 1.682 -4.050 1.660
C 1.010 -4.262 2.858
C 0.158 -3.266 3.359
C 0.005 -2.057 2.680
C 0.683 -1.838 1.480
Co 2.116 0.219 -1.258
C 3.001 1.561 -1.999
O 3.563 2.453 -2.472
C 1.553 1.191 0.165
O 1.330 1.960 1.000
C 0.650 0.170 -2.272
O -0.221 0.138 -3.027
H 3.655 -1.251 -2.762
H 2.642 -3.594 -0.788
H 2.357 -4.810 1.264
H 1.131 -5.197 3.401
H -0.393 -3.439 4.280
H -0.651 -1.275 3.065
H 0.578 -0.891 0.946
*
```

=====

<B>
Below is C22H14Co2O8 as an isolated structure, with properties calculated with ωB97M-V with the def2-TZVPD basis set.

Computed properties:
M = 524.21 g mol⁻¹
LUMO = 4.6888 eV
HOMO = 0.1086 eV

```
! RIJCOSX wB97M-V def2-TZVPD def2/J DEFGRID3
* xyz -2 1
O -3.549 1.157 -2.456
C -2.429 0.984 -2.224
Co -0.777 0.781 -1.735
C -0.164 2.393 -2.013
O 0.244 3.446 -2.265
C -1.138 0.221 -0.109
O -1.418 -0.169 0.945
C 0.414 -2.364 -1.094
C -0.859 -2.983 -1.313
C -1.483 -3.718 -0.274
C -2.757 -4.246 -0.460
C -3.420 -4.083 -1.684
C -2.795 -3.399 -2.734
C -1.521 -2.864 -2.557
C 1.111 -1.269 -1.404
C 1.054 -0.057 -2.146
Co 2.023 -2.341 -0.306
C 1.569 -2.660 1.362
O 1.291 -2.881 2.463
C 3.363 -1.233 -0.087
O 4.289 -0.562 0.072
C 2.703 -3.901 -0.768
O 3.147 -4.933 -1.035
H -0.949 -3.836 0.671
H -3.236 -4.784 0.359
H -4.423 -4.492 -1.820
H -3.298 -3.276 -3.694
H -1.013 -2.338 -3.370
H 1.966 0.546 -2.103
H 0.830 -0.252 -3.218
C -0.135 5.872 2.591
O 0.653 5.116 1.643
C 0.882 3.788 1.888
C 0.571 3.163 3.117
C 0.791 1.791 3.239
C 1.255 1.030 2.189
C 1.426 1.616 0.883
O 1.487 0.889 -0.165
C 1.418 3.043 0.837
H -0.210 6.869 2.156
H -1.141 5.442 2.709
H 0.361 5.930 3.570
H 0.165 3.747 3.947
H 0.580 1.316 4.193
H 1.425 -0.040 2.277
H 1.697 3.543 -0.080
*
```

=====

Which of them is the least stable? Correct choice: <B>.

=====

<A>
Below is an isolated ion of composition C4H10N3O and charge +1, with properties calculated with ωB97M-V with the def2-TZVPD basis set.

Computed properties:
SMILES = C=NO/C(NC)=[NH+]\C
M = 116.14 g mol⁻¹
LUMO = -2.9756 eV
HOMO = -14.5074 eV

```
! RIJCOSX wB97M-V def2-TZVPD def2/J DEFGRID3
* xyz 1 1
C -3.276 0.379 -0.140
C 0.182 -0.045 0.142
C 1.238 -2.268 -0.039
C 1.339 2.081 0.177
N -2.168 -0.149 0.015
N 0.090 -1.331 -0.055
N 1.305 0.674 0.116
O -1.060 0.757 0.169
H -4.186 -0.310 -0.112
H -3.424 1.521 -0.082
H 1.909 -1.809 0.640
H 0.966 -3.276 -0.060
H 1.721 -2.183 -0.961
H 1.466 2.297 1.175
H 0.562 2.502 -0.290
H 2.155 2.495 -0.427
H -0.988 -1.510 -0.094
H 2.170 0.174 -0.174
*
```

=====

<B>
Below is a 2-piece molecular cluster, C4H10N3O overall, with properties calculated with ωB97M-V with the def2-TZVPD basis set.

Computed properties:
M = 116.14 g mol⁻¹
LUMO = -3.0625 eV
HOMO = -12.7126 eV

```
! RIJCOSX wB97M-V def2-TZVPD def2/J DEFGRID3
* xyz 1 1
C 1.318 -0.488 -0.095
C 0.113 1.419 -3.708
C -0.656 -0.527 1.744
C -0.016 0.092 0.520
N 2.133 -0.988 0.805
N 0.753 1.069 -4.652
N -1.066 0.114 -0.780
O -0.529 1.643 -2.781
H -0.555 -1.629 1.804
H -1.678 -0.306 1.689
H -0.289 -0.017 2.694
H 0.211 1.082 0.716
H 1.829 -1.137 1.808
H 3.036 -1.500 0.521
H 1.427 1.443 -5.304
H -0.897 -0.786 -1.160
H -0.660 0.728 -1.507
H -1.974 0.442 -0.687
*
```

=====

Which of them is the least stable? Correct choice: <A>.

=====

<A>
Below is an isolated molecule of C3H3Br2F, with properties calculated with ωB97M-V with the def2-TZVPD basis set.

Computed properties:
SMILES = C=C(Br)[C@H](F)Br
M = 217.86 g mol⁻¹
LUMO = -0.4303 eV
HOMO = -10.1593 eV

```
! RIJCOSX wB97M-V def2-TZVPD def2/J DEFGRID3
* xyz 0 1
C -0.147 0.710 0.640
C -0.433 -0.542 0.227
C 0.432 -1.772 0.106
F 0.638 -2.456 1.268
Br -2.455 -1.179 -0.320
Br 2.262 -1.131 -0.331
H -0.846 1.599 0.596
H 0.752 0.790 1.224
H 0.038 -2.576 -0.529
*
```

=====

<B>
Below is a 2-piece molecular cluster, C3H3Br2F overall, with properties calculated with ωB97M-V with the def2-TZVPD basis set.

Computed properties:
M = 217.86 g mol⁻¹
LUMO (spin up / spin down) = -0.8125 / -1.0334 eV
HOMO (spin up / spin down) = -8.6141 / -9.7382 eV

```
! RIJCOSX wB97M-V def2-TZVPD def2/J DEFGRID3
* xyz 0 1
C -0.311 0.427 0.725
C 0.929 0.385 0.171
C 1.650 -0.831 -0.115
F 1.104 -1.960 0.344
Br 1.871 2.005 0.022
Br 3.485 -0.833 -0.020
H -0.810 1.357 1.060
H -0.818 -0.649 0.815
H 1.428 -1.340 -2.176
*
```

=====

Which of them is the least stable? Correct choice: <B>.

=====

<A>
Below is a 16-piece molecular cluster, CH33O16 overall, with properties calculated with ωB97M-V with the def2-TZVPD basis set.

Computed properties:
M = 301.26 g mol⁻¹
LUMO = 2.1837 eV
HOMO = -6.6306 eV

```
! RIJCOSX wB97M-V def2-TZVPD def2/J DEFGRID3
* xyz -1 1
C -0.014 -0.039 -0.186
O -0.560 1.198 -0.722
H -0.735 -0.367 0.503
H 0.910 0.086 0.328
H 0.015 -0.755 -0.928
O 2.927 -0.177 -1.936
H 3.113 0.048 -1.034
H 3.407 0.464 -2.486
O -0.673 1.887 1.991
H -0.699 2.802 1.822
H -0.585 1.582 1.037
O 1.301 2.540 -1.930
H 0.676 2.001 -1.363
H 2.167 2.394 -1.637
O 1.437 0.376 2.755
H 0.785 1.063 2.624
H 1.779 0.255 1.887
O -0.646 -3.140 0.220
H -0.808 -3.022 -0.673
H -1.330 -2.737 0.760
O 1.869 -2.382 2.351
H 0.984 -1.962 2.413
H 1.875 -2.662 1.438
O -0.959 -2.934 -2.660
H -1.762 -2.486 -2.506
H -0.671 -2.497 -3.430
O -3.776 2.676 -0.473
H -3.731 1.743 -0.330
H -3.031 2.838 -1.053
O -1.072 0.511 -3.175
H -0.224 0.615 -3.609
H -0.811 0.823 -2.234
O -2.669 0.279 2.676
H -2.033 0.972 2.532
H -2.072 -0.419 2.948
O -2.974 0.116 -0.118
H -2.096 0.502 -0.288
H -2.769 -0.286 0.733
O 3.722 -0.093 0.690
H 3.924 -0.137 1.611
H 4.536 -0.345 0.253
O 2.414 -2.597 -0.566
H 1.716 -3.124 -0.965
H 2.333 -1.780 -1.061
O -1.593 3.451 -1.658
H -1.190 2.667 -1.245
H -1.036 3.596 -2.412
O -0.634 -1.445 2.789
H -0.140 -0.707 2.596
H -0.597 -1.383 3.739
*
```

=====

<B>
Below is a 16-piece molecular cluster, CH33O16 overall, with properties calculated with ωB97M-V with the def2-TZVPD basis set.

Computed properties:
M = 301.26 g mol⁻¹
LUMO = 1.7416 eV
HOMO = -5.8367 eV

```
! RIJCOSX wB97M-V def2-TZVPD def2/J DEFGRID3
* xyz -1 1
C -0.201 -0.028 -0.198
O -1.291 0.240 -1.053
H 0.653 0.564 -0.467
H 0.021 -1.049 -0.350
H -0.549 0.061 0.922
O 1.153 3.848 -0.589
H 1.707 3.092 -0.709
H 0.285 3.451 -0.534
O 0.284 0.314 -3.318
H -0.089 0.383 -2.463
H 0.792 -0.467 -3.104
O 2.995 -1.301 0.564
H 2.669 -0.599 1.087
H 3.916 -1.321 0.755
O 2.567 -0.835 -2.055
H 2.422 -1.151 -1.193
H 3.498 -0.959 -2.347
O 2.691 1.770 -1.300
H 2.765 1.881 -2.216
H 2.258 0.920 -1.260
O 2.018 0.571 2.128
H 1.450 -0.163 2.355
H 1.497 1.236 1.693
O 0.824 -1.653 2.957
H 1.690 -1.886 3.301
H 0.469 -1.210 3.732
O -3.006 -0.440 2.938
H -3.050 0.082 2.133
H -2.209 -0.980 2.683
O -1.648 -2.400 -1.388
H -0.882 -2.945 -1.614
H -1.445 -1.501 -1.515
O -2.879 1.202 -2.995
H -3.397 0.419 -2.721
H -2.203 1.165 -2.299
O -1.397 2.907 -1.110
H -2.318 3.288 -1.041
H -1.454 2.004 -0.782
O -0.126 2.416 2.205
H -1.076 2.276 2.121
H -0.034 2.195 3.126
O 1.240 -3.569 -0.239
H 1.792 -4.286 -0.501
H 1.615 -3.223 0.564
O -3.455 0.786 0.393
H -2.691 0.500 -0.136
H -4.252 0.833 -0.255
O -1.554 -2.275 1.505
H -1.385 -1.881 0.637
H -0.678 -2.283 1.954
*
```

=====

Which of them is the least stable? Correct choice: <B>.